Entry from the Open Molecules 2025 dataset: C2H3NP2 as an isolated structure (ωB97M-V/def2-TZVPD).

Calculated values
**E_HOMO**: -0.3370 Eh
**Energy relative to the best compared isomer or geometry (same formula, charge and spin)**: 2.614 eV

Each line ends with the natural charge from an NBO analysis.
Element x y z (Å)
C  -1.335  0.769  -0.183  0.158
C  -0.706  -0.377  0.125  -0.669
N  -1.849  1.824  -0.199  -0.272
P  -0.964  -1.975  -0.029  0.574
P  1.465  0.470  0.428  0.265
H  0.039  -2.655  0.640  -0.040
H  2.043  0.105  -0.843  -0.014
H  1.307  1.840  0.063  -0.003



Entry from the Open Molecules 2025 dataset: one molecule with the formula C2H3NS (ωB97M-V/def2-TZVPD).

Calculated values
**SMILES**: CC1=NS1
**E_HOMO**: -0.3130 Eh
**Energy relative to the best compared isomer or geometry (same formula, charge and spin)**: 2.033 eV

Each line ends with the natural charge from an NBO analysis.
Element x y z (Å)
C  -0.247  0.134  0.164  -0.706
C  -1.656  0.198  -0.281  0.131
N  -2.509  0.088  -1.267  -0.324
S  -3.187  -0.064  0.544  0.110
H  -0.144  -0.759  0.895  0.268
H  -0.208  0.920  0.960  0.262
H  0.600  0.112  -0.610  0.260



Entry from the Open Molecules 2025 dataset: a 2-piece molecular cluster, C2H3NS overall (ωB97M-V/def2-TZVPD).

Calculated values
**SMILES**: C#C.N=S
**E_HOMO (spin up / spin down)**: -0.3193 / -0.3194 Eh
**Energy relative to the best compared isomer or geometry (same formula, charge and spin)**: 3.925 eV

Each line ends with the natural charge from an NBO analysis.
Element x y z (Å)
C  1.354  0.274  -0.347  -0.212
C  1.858  0.250  0.741  -0.244
H  0.721  0.228  -1.179  0.234
H  2.486  0.350  1.539  0.218
N  -1.692  -0.211  -0.433  -0.751
S  -2.659  0.083  0.716  0.414
H  -2.068  -0.974  -1.039  0.341



Entry from the Open Molecules 2025 dataset: one molecule with the formula C2H3NS2 (ωB97M-V/def2-TZVPD).

Calculated values
**E_HOMO (spin up / spin down)**: -0.3340 / -0.3343 Eh
**Energy relative to the best compared isomer or geometry (same formula, charge and spin)**: 2.819 eV

Each line ends with the natural charge from an NBO analysis.
Element x y z (Å)
C  -0.470  -1.188  0.118  -0.090
C  0.701  0.868  -0.077  -0.464
N  0.619  -0.553  0.189  -0.417
S  -2.159  -0.816  0.112  0.135
S  -0.742  1.863  -0.033  0.148
H  -0.528  -2.358  0.198  0.229
H  1.462  1.146  0.598  0.238
H  1.117  1.039  -1.105  0.220



Entry from the Open Molecules 2025 dataset: a 2-piece molecular cluster, C2H3NS2 overall (ωB97M-V/def2-TZVPD).

Calculated values
**E_HOMO**: -0.3359 Eh
**Energy relative to the best compared isomer or geometry (same formula, charge and spin)**: 1.002 eV

Each line ends with the natural charge from an NBO analysis.
Element x y z (Å)
C  2.011  0.335  -0.054  -0.316
C  -1.247  -0.295  -0.356  -0.039
N  -0.459  -0.039  0.609  -0.607
S  1.992  1.912  0.127  0.132
S  2.073  -1.209  -0.227  0.179
H  -2.271  -0.399  -0.191  0.137
H  -1.081  -0.330  -1.427  0.168
H  -1.017  0.026  1.519  0.347



Entry from the Open Molecules 2025 dataset: one molecule with the formula C2H3NS2 (ωB97M-V/def2-TZVPD).

Calculated values
**E_HOMO (spin up / spin down)**: -0.3178 / -0.3178 Eh
**Energy relative to the best compared isomer or geometry (same formula, charge and spin)**: 2.622 eV

Each line ends with the natural charge from an NBO analysis.
Element x y z (Å)
C  0.526  0.082  0.630  0.124
C  -0.749  -0.518  -0.016  -0.618
N  1.380  0.768  0.045  -0.508
S  -1.381  0.299  -1.471  -0.086
S  1.502  1.418  -1.362  0.434
H  0.605  -0.228  1.613  0.195
H  -0.602  -1.468  -0.289  0.228
H  -1.283  -0.353  0.852  0.232



Entry from the Open Molecules 2025 dataset: one molecule with the formula C2H3NS3 (ωB97M-V/def2-TZVPD).

Calculated values
**E_HOMO (spin up / spin down)**: -0.2961 / -0.2954 Eh
**Energy relative to the best compared isomer or geometry (same formula, charge and spin)**: 2.991 eV

Each line ends with the natural charge from an NBO analysis.
Element x y z (Å)
C  -0.210  -0.978  -0.904  -0.457
C  -0.884  -0.977  0.332  -0.395
N  1.204  1.270  0.291  -0.893
S  0.306  0.354  -1.747  0.166
S  -1.136  0.213  1.534  0.240
S  -0.049  1.919  1.117  0.492
H  0.063  -1.920  -1.460  0.237
H  -1.252  -1.802  0.769  0.218
H  1.957  1.920  0.068  0.392



Entry from the Open Molecules 2025 dataset: one molecule with the formula C2H3NS3 (ωB97M-V/def2-TZVPD).

Calculated values
**E_HOMO (spin up / spin down)**: -0.3146 / -0.3056 Eh
**Energy relative to the best compared isomer or geometry (same formula, charge and spin)**: 3.162 eV

Each line ends with the natural charge from an NBO analysis.
Element x y z (Å)
C  -1.241  0.158  -0.584  -0.348
C  -0.455  1.280  -0.405  -0.373
N  1.044  -1.147  1.281  -0.919
S  -0.651  -1.456  -0.870  -0.012
S  1.291  1.219  -0.561  0.154
S  2.122  -0.476  0.419  0.672
H  -2.211  0.280  -0.227  0.206
H  -0.829  2.255  -0.404  0.227
H  0.930  -2.112  1.350  0.393



Entry from the Open Molecules 2025 dataset: C2H3NaO2 as an isolated structure (ωB97M-V/def2-TZVPD).

Calculated values
**<S²>**: 0.756
**Charge**: +1
**Spin multiplicity**: 2
**E_HOMO (spin up / spin down)**: -0.4821 / -0.4842 Eh
**Energy relative to the best compared isomer or geometry (same formula, charge and spin)**: 1.307 eV

Each line ends with the Mulliken spin population.
Element x y z (Å)
O  -1.374  -1.134  0.774  0.058
C  -0.523  -0.474  1.391  0.640
C  0.793  -0.012  0.826  0.050
H  -2.174  -1.376  1.282  -0.002
H  1.311  -0.972  0.591  0.052
H  1.306  0.409  1.723  0.007
O  0.563  0.808  -0.189  0.194
Na  0.202  2.845  -1.196  0.001



Entry from the Open Molecules 2025 dataset: a 2-piece molecular cluster, C2H3O2P overall (ωB97M-V/def2-TZVPD).

Calculated values
**E_HOMO (spin up / spin down)**: -0.3496 / -0.3496 Eh
**Energy relative to the best compared isomer or geometry (same formula, charge and spin)**: 5.107 eV

Each line ends with the natural charge from an NBO analysis.
Element x y z (Å)
C  -2.629  -0.096  0.874  -0.341
C  -1.595  0.169  0.350  0.256
O  2.322  0.220  1.201  -0.982
O  0.245  0.628  -0.064  -0.761
P  1.272  -0.528  0.186  1.209
H  -3.600  -0.341  1.202  0.247
H  2.366  1.171  1.061  0.492
H  1.964  -0.244  -1.025  -0.120